Entry 1:
{
  "formula": "C52H26Cl4N7O7RuSe",
  "method": "ωB97M-V/def2-TZVPD",
  "elements": ["Ru", "Cl", "C", "C", "C", "C", "C", "C", "C", "C", "C", "C", "C", "C", "C", "C", "C", "C", "Cl", "C", "C", "C", "N", "C", "C", "C", "C", "C", "C", "Cl", "C", "C", "C", "C", "C", "C", "N", "C", "C", "C", "C", "C", "N", "C", "C", "C", "C", "Cl", "C", "C", "C", "C", "N", "H", "H", "H", "H", "H", "H", "H", "H", "H", "H", "H", "H", "H", "H", "H", "H", "H", "H", "H", "H", "H", "H", "H", "H", "O", "C", "O", "C", "C", "C", "C", "C", "C", "O", "N", "O", "O", "N", "O", "O", "H", "H", "Se", "C", "N"],
  "coordinates": [[-0.76280, 0.77880, -0.45500], [-0.42480, 2.26930, -10.03440], [-0.36400, 2.19310, -8.29930], [-1.15300, 3.05500, -7.55030], [-1.08730, 3.02870, -6.17660], [-0.23940, 2.12360, -5.49970], [0.50400, 1.22320, -6.30140], [0.44720, 1.25610, -7.67280], [-0.14540, 2.00950, -4.09260], [0.21370, 0.73910, -3.43710], [1.35880, 0.59850, -2.55470], [1.08370, 0.47140, -1.24880], [-1.39370, -0.27960, -2.08580], [-2.50360, -1.14960, -2.00170], [-2.95850, -1.89050, -3.16340], [-4.32130, -2.12120, -3.39820], [-4.75360, -2.74850, -4.54920], [-3.82610, -3.15570, -5.49410], [-4.38230, -3.88970, -6.96300], [-2.47210, -2.95610, -5.28930], [-2.05100, -2.32440, -4.13810], [-3.18880, -1.04890, -0.77470], [-2.79630, -0.05350, 0.05810], [-3.63680, -0.03240, 1.11470], [-3.57680, 0.97840, 2.09050], [-4.62690, 1.07060, 3.11100], [-4.97350, 0.00970, 3.94780], [-6.02590, 0.12190, 4.83920], [-6.75230, 1.29820, 4.89080], [-8.10680, 1.42210, 5.96280], [-6.40730, 2.38140, 4.09960], [-5.35300, 2.26030, 3.21770], [-2.61080, 1.98870, 2.02170], [-2.41960, 2.99880, 3.02580], [-1.42140, 3.80400, 2.59140], [-0.99910, 3.29590, 1.30950], [-1.74050, 2.20170, 0.99770], [-0.16080, 3.93950, 0.38180], [-0.45410, 3.76140, -1.03040], [-0.59520, 4.83590, -1.93170], [-0.65630, 4.29790, -3.19460], [-0.53980, 2.89120, -3.05560], [-0.52710, 2.58460, -1.68950], [0.90580, 4.83910, 0.75500], [1.31620, 4.96260, 2.09850], [2.28100, 5.86540, 2.48930], [2.92290, 6.63500, 1.53210], [4.08860, 7.82800, 2.01420], [2.65930, 6.43700, 0.18630], [1.67380, 5.55020, -0.19140], [-4.60120, -1.08290, 0.96480], [-4.31390, -1.72240, -0.20920], [-0.86050, 0.05250, -3.20600], [-1.81910, 3.73610, -8.05860], [-1.73790, 3.66820, -5.60340], [1.13090, 0.49340, -5.80770], [1.02950, 0.56770, -8.26480], [2.35410, 0.70020, -2.97260], [1.91980, 0.38630, -0.55000], [-5.05770, -1.76560, -2.69430], [-5.80720, -2.90860, -4.73180], [-1.75290, -3.27530, -6.02850], [-0.99380, -2.17070, -3.99390], [-4.39880, -0.90420, 3.91530], [-6.28070, -0.69630, 5.49680], [-6.96480, 3.30240, 4.17110], [-5.08510, 3.09630, 2.58770], [-2.95440, 3.05540, 3.95640], [-1.07580, 4.70440, 3.05730], [-0.67360, 5.86840, -1.65060], [-0.70380, 4.84160, -4.11840], [0.91430, 4.28980, 2.83500], [2.52600, 5.97610, 3.53600], [3.21340, 6.99020, -0.55840], [1.51380, 5.39260, -1.24440], [-5.39930, -1.30610, 1.64990], [-4.82190, -2.56950, -0.63270], [0.77050, -3.10360, 0.70840], [0.37100, -1.96650, 1.03220], [-0.41590, -1.30730, 0.31190], [0.85740, -1.44130, 2.35080], [1.35350, -2.35020, 3.24280], [1.85180, -1.94710, 4.49320], [1.82150, -0.59880, 4.82100], [1.32720, 0.33960, 3.93530], [0.83580, -0.00980, 2.60560], [0.51280, 0.84190, 1.76160], [1.34520, 1.67980, 4.37140], [2.08680, 1.97420, 5.30740], [0.62600, 2.50420, 3.82760], [2.36170, -2.88590, 5.40920], [2.85470, -2.47000, 6.45570], [2.29860, -4.07970, 5.13590], [1.37090, -3.39560, 2.96980], [2.17760, -0.28130, 5.79250], [0.48320, -2.96170, -1.73200], [1.76780, -4.17330, -2.01930], [2.60540, -4.94240, -2.24070]],
  "lowdin_spin": [0.890, 0.026, 0.096, -0.008, 0.081, 0.035, 0.076, -0.006, 0.286, 0.059, 0.062, -0.007, 0.059, 0.224, 0.016, 0.034, -0.005, 0.036, 0.011, -0.003, 0.047, 0.046, 0.178, 0.092, 0.111, 0.011, 0.010, -0.001, 0.007, 0.002, -0.001, 0.010, 0.039, -0.025, 0.024, 0.007, 0.177, 0.300, 0.136, 0.064, 0.112, 0.050, 0.062, 0.017, 0.069, -0.010, 0.079, 0.022, -0.010, 0.071, 0.035, 0.066, 0.183, -0.002, 0.006, 0.004, -0.002, 0.001, 0.003, 0.002, -0.001, -0.001, 0.020, 0.001, 0.000, 0.000, 0.000, -0.001, 0.002, 0.000, 0.007, 0.003, -0.002, -0.002, 0.004, 0.001, 0.003, 0.212, 0.019, 0.039, 0.012, 0.001, 0.000, 0.000, 0.001, 0.003, 0.013, 0.000, 0.000, 0.001, 0.000, 0.000, 0.000, 0.001, 0.000, 0.534, 0.066, 0.107],
  "spin_multiplicity": 6,
  "relative_energy_ev": 6.041,
  "homo_energy_ev": [-1.685, -3.407],
  "total_charge": -2
}

Entry 2:
{
  "formula": "C45H45N9O",
  "method": "ωB97M-V/def2-TZVPD",
  "elements": ["C", "O", "C", "C", "C", "N", "C", "C", "C", "C", "C", "C", "N", "H", "H", "H", "H", "H", "H", "H", "H", "H", "H", "C", "C", "C", "N", "C", "C", "H", "H", "H", "H", "H", "C", "C", "C", "N", "C", "C", "H", "H", "H", "H", "H", "C", "C", "C", "N", "C", "C", "H", "H", "H", "H", "H", "C", "C", "C", "N", "C", "C", "H", "H", "H", "H", "H", "C", "C", "C", "N", "C", "C", "H", "H", "H", "H", "H", "C", "C", "C", "N", "C", "C", "H", "H", "H", "H", "H", "C", "C", "C", "N", "C", "C", "H", "H", "H", "H", "H"],
  "coordinates": [[1.79900, 1.69339, 2.11134], [1.19036, 2.84244, 2.73481], [0.40268, 3.57900, 1.79062], [-1.06716, 2.99947, 1.67730], [-2.13418, 3.77276, 0.96869], [-3.43486, 3.40125, 0.80547], [-3.62203, 2.14144, 1.37382], [-5.00443, 1.53732, 1.26444], [-5.32202, 0.20593, 1.79341], [-4.27016, -0.59589, 2.51065], [-2.94999, -0.00566, 2.65661], [-2.60174, 1.34573, 2.08203], [-1.29259, 1.79002, 2.26058], [2.87073, 1.86001, 1.79821], [1.13956, 1.41310, 1.23104], [1.69440, 0.83157, 2.83954], [0.91521, 3.68641, 0.79614], [0.27851, 4.61813, 2.22786], [-1.84027, 4.77669, 0.54547], [-5.86043, 2.07188, 0.76810], [-6.34343, -0.24950, 1.70457], [-4.42893, -1.61482, 2.94124], [-2.14919, -0.55835, 3.20558], [-3.01249, -3.33342, -2.22716], [-2.59983, -2.16697, -1.60224], [-3.12605, -1.86784, -0.35505], [-4.01488, -2.63877, 0.28324], [-4.39994, -3.75905, -0.34041], [-3.93169, -4.15005, -1.58518], [-2.62092, -3.60209, -3.20487], [-1.88459, -1.50364, -2.07242], [-2.83087, -0.96737, 0.17444], [-5.12275, -4.36367, 0.19877], [-4.27769, -5.06919, -2.04096], [5.39993, 4.69164, 2.44508], [5.51370, 6.03488, 2.11986], [4.50478, 6.89374, 2.52093], [3.41762, 6.50216, 3.20622], [3.33293, 5.20168, 3.50536], [4.28956, 4.26220, 3.15178], [6.16934, 3.98757, 2.14952], [6.36677, 6.40662, 1.56700], [4.55064, 7.95286, 2.29176], [2.44470, 4.91239, 4.05609], [4.16643, 3.22201, 3.42316], [2.96191, -2.43514, -0.27874], [1.83212, -1.66829, -0.04289], [1.23525, -1.74685, 1.20610], [1.68444, -2.52378, 2.19844], [2.77519, -3.25576, 1.94620], [3.44797, -3.24690, 0.73443], [3.45854, -2.40099, -1.24174], [1.42297, -1.02330, -0.80999], [0.35043, -1.16319, 1.44019], [3.11492, -3.87756, 2.76834], [4.32839, -3.85942, 0.58698], [0.05620, -3.55873, -7.33950], [-1.07142, -2.78860, -7.10305], [-1.67388, -2.87433, -5.85831], [-1.23278, -3.66121, -4.86957], [-0.14358, -4.39639, -5.12260], [0.53416, -4.38065, -6.33094], [0.55726, -3.51910, -8.29971], [-1.47400, -2.13604, -7.86676], [-2.55723, -2.28846, -5.62427], [0.18984, -5.02599, -4.30406], [1.41220, -4.99570, -6.47897], [1.15477, 9.69753, 0.64926], [0.31067, 9.30975, -0.37993], [0.38998, 8.00396, -0.83518], [1.23782, 7.09306, -0.34173], [2.04494, 7.49126, 0.65101], [2.04076, 8.77317, 1.17902], [1.12222, 10.71029, 1.03430], [-0.39335, 10.00497, -0.81869], [-0.25203, 7.65256, -1.63641], [2.71846, 6.73721, 1.02775], [2.71299, 9.04059, 1.98289], [6.41174, -3.23381, 3.16453], [7.39339, -3.89290, 3.88735], [8.70759, -3.78126, 3.46083], [9.08520, -3.07642, 2.38830], [8.11961, -2.45066, 1.70609], [6.77771, -2.49543, 2.05037], [5.37245, -3.29488, 3.46602], [7.14545, -4.47980, 4.76227], [9.51148, -4.27621, 3.99542], [8.45483, -1.88881, 0.84033], [6.03875, -1.96683, 1.46172], [-7.54428, -5.84890, -4.04340], [-7.12577, -4.68137, -3.42549], [-7.64703, -4.37643, -2.17774], [-8.53541, -5.14269, -1.53454], [-8.92565, -6.26376, -2.15196], [-8.46291, -6.66082, -3.39657], [-7.15901, -6.12338, -5.01873], [-6.41045, -4.02213, -3.90034], [-7.34724, -3.47523, -1.65309], [-9.64778, -6.86383, -1.60805], [-8.81258, -7.58044, -3.84768]],
  "lowdin_charge": [-0.116, -0.231, -0.176, -0.171, -0.061, 0.102, -0.211, -0.009, -0.070, -0.093, -0.031, -0.192, 0.153, 0.087, 0.079, 0.099, 0.134, 0.133, 0.119, 0.102, 0.097, 0.098, 0.105, -0.079, -0.065, -0.145, 0.066, -0.155, -0.080, 0.062, 0.098, 0.083, 0.103, 0.098, -0.074, -0.067, -0.183, 0.054, -0.141, -0.068, 0.106, 0.103, 0.095, 0.106, 0.099, -0.080, -0.072, -0.161, 0.065, -0.161, -0.089, 0.106, 0.102, 0.095, 0.097, 0.100, -0.079, -0.071, -0.144, 0.041, -0.141, -0.071, 0.107, 0.103, 0.106, 0.107, 0.103, -0.078, -0.080, -0.163, 0.054, -0.151, -0.069, 0.105, 0.100, 0.099, 0.072, 0.088, -0.081, -0.073, -0.155, 0.052, -0.155, -0.080, 0.090, 0.102, 0.102, 0.101, 0.092, -0.084, -0.084, -0.160, 0.056, -0.157, -0.079, 0.104, 0.101, 0.102, 0.101, 0.100],
  "smiles": "COCc1cnc2ccccc2n1.c1ccncc1.c1ccncc1.c1ccncc1.c1ccncc1.c1ccncc1.c1ccncc1.c1ccncc1",
  "homo_energy_ev": -8.504
}

Entry 3:
{
  "formula": "C34H32CoN3OPSe2",
  "method": "ωB97M-V/def2-TZVPD",
  "elements": ["Co", "Se", "Se", "C", "C", "C", "C", "C", "N", "C", "C", "C", "C", "C", "N", "H", "H", "H", "H", "H", "H", "H", "H", "C", "C", "C", "C", "C", "O", "C", "N", "C", "C", "C", "C", "C", "C", "P", "C", "C", "C", "C", "C", "C", "C", "C", "C", "C", "C", "C", "H", "H", "H", "H", "H", "H", "H", "H", "H", "H", "H", "H", "H", "H", "H", "H", "H", "H", "H", "H", "H", "H", "H", "H"],
  "coordinates": [[0.37897, 0.69502, -0.04769], [1.57699, 1.61193, -2.74478], [1.38555, 3.61847, -1.64665], [-0.46891, 3.46270, -1.25033], [-1.29643, 4.53200, -1.54285], [-2.64987, 4.39766, -1.23819], [-3.07903, 3.23083, -0.63687], [-2.15568, 2.22608, -0.34598], [-0.86489, 2.31857, -0.65873], [2.96878, 0.94080, -1.59971], [4.28873, 0.87621, -1.97941], [5.17642, 0.29411, -1.07456], [4.69256, -0.19082, 0.12742], [3.33765, -0.08106, 0.41127], [2.47511, 0.48624, -0.43788], [-0.90645, 5.43299, -2.00088], [-3.34382, 5.19611, -1.46839], [-4.11889, 3.08743, -0.37661], [-2.46217, 1.32437, 0.16453], [4.61900, 1.25263, -2.93880], [6.22856, 0.21914, -1.31802], [5.35284, -0.65980, 0.84511], [2.91935, -0.47356, 1.32974], [1.09940, 4.07855, 2.39688], [1.56951, 2.63318, 2.23096], [2.99264, 2.46742, 2.76112], [0.53299, 1.65672, 2.83226], [0.89858, 0.86041, 4.08204], [0.21278, -0.41012, 3.86739], [-0.14640, -0.49275, 2.60082], [0.12242, 0.57110, 1.89664], [-0.90800, -1.70828, 2.22787], [-1.34544, -2.47012, 3.31734], [-2.19704, -3.54864, 3.14838], [-2.63580, -3.87710, 1.87893], [-2.19146, -3.14480, 0.78616], [-1.32032, -2.07117, 0.92399], [-0.71483, -1.32019, -0.63674], [-2.18591, -0.99525, -1.65272], [-3.45919, -0.85906, -1.10109], [-4.54793, -0.57893, -1.91799], [-4.37063, -0.42806, -3.28672], [-3.10282, -0.55339, -3.84084], [-2.01389, -0.83606, -3.02867], [0.17546, -2.64171, -1.50097], [1.56708, -2.68663, -1.47587], [2.25183, -3.72990, -2.08657], [1.54707, -4.73255, -2.73265], [0.15833, -4.68541, -2.77717], [-0.52657, -3.64612, -2.16894], [1.80631, 4.77696, 1.94305], [1.02526, 4.33839, 3.45548], [0.11316, 4.23831, 1.94850], [1.59393, 2.41859, 1.14771], [3.03745, 2.70803, 3.82580], [3.66654, 3.15888, 2.25128], [3.38802, 1.45866, 2.62772], [-0.37517, 2.22826, 3.03817], [0.52008, 1.28973, 5.00302], [1.95829, 0.64559, 4.19003], [-1.02952, -2.19850, 4.31352], [-2.52316, -4.11752, 4.00974], [-3.31883, -4.70421, 1.72977], [-2.53629, -3.43155, -0.19856], [-3.61809, -1.00705, -0.03748], [-5.53935, -0.50447, -1.48697], [-5.22339, -0.23089, -3.92497], [-2.96529, -0.45396, -4.91082], [-1.03218, -0.95971, -3.47442], [2.12723, -1.91759, -0.96324], [3.33405, -3.76046, -2.05811], [2.07574, -5.55013, -3.20558], [-0.39457, -5.45941, -3.29318], [-1.60641, -3.61515, -2.24600]],
  "lowdin_spin": [2.673, 0.270, 0.505, 0.052, 0.044, -0.004, 0.045, 0.014, 0.056, 0.036, 0.008, 0.000, 0.007, 0.007, 0.049, 0.003, -0.001, 0.002, 0.002, 0.002, 0.000, 0.000, 0.001, 0.001, 0.016, 0.002, 0.008, 0.002, 0.011, 0.015, 0.059, 0.000, 0.001, 0.000, 0.001, 0.002, 0.007, 0.049, 0.006, 0.004, 0.000, 0.005, 0.000, 0.004, 0.011, 0.002, 0.000, 0.001, 0.001, 0.003, 0.000, 0.000, 0.000, 0.012, 0.001, 0.000, 0.000, 0.001, 0.000, 0.000, 0.000, 0.000, 0.000, 0.000, 0.000, 0.000, 0.000, 0.000, 0.000, 0.001, 0.000, 0.000, 0.000, 0.000],
  "spin_multiplicity": 5,
  "relative_energy_ev": 0.000,
  "homo_energy_ev": [-16.320, -16.459],
  "total_charge": 3
}

Entry 4:
{
  "formula": "C13H31Br2F5MnN2OP2Te",
  "method": "ωB97M-V/def2-TZVPD",
  "elements": ["Mn", "Br", "C", "Br", "H", "H", "C", "P", "C", "C", "C", "P", "C", "C", "H", "H", "H", "H", "H", "H", "H", "H", "H", "H", "H", "H", "H", "H", "H", "H", "C", "C", "N", "C", "C", "N", "C", "C", "H", "H", "H", "H", "H", "H", "H", "H", "H", "H", "H", "H", "H", "F", "Te", "F", "F", "F", "F", "O"],
  "coordinates": [[0.31390, 0.52610, -0.61740], [-1.24280, 0.86920, 1.33070], [-0.94500, -0.17150, 2.95190], [-0.43250, -1.94550, 2.45460], [-1.88620, -0.19490, 3.50120], [-0.15740, 0.30230, 3.54070], [3.75750, 0.70520, -1.52470], [2.12760, 0.43570, -2.28170], [2.49490, -0.92770, -3.43990], [1.81540, 1.91910, -3.34570], [0.32940, 2.11900, -3.63640], [-0.64650, 2.14210, -2.06430], [-2.40940, 2.26520, -2.51330], [-0.30020, 3.77810, -1.35170], [4.45040, 1.01770, -2.31250], [4.12980, -0.23440, -1.11200], [3.77170, 1.48370, -0.75900], [3.41640, -0.67610, -3.96660], [1.71020, -1.06560, -4.17840], [2.67030, -1.85700, -2.90180], [2.36910, 1.79260, -4.28040], [2.22430, 2.78810, -2.82590], [-0.05740, 1.32300, -4.27860], [0.17280, 3.07400, -4.14530], [-2.56130, 3.17310, -3.10200], [-3.00620, 2.34330, -1.60260], [-2.75540, 1.42070, -3.10110], [-0.81240, 4.53390, -1.94980], [0.76690, 3.98460, -1.35190], [-0.66450, 3.84520, -0.32840], [-1.93470, -2.80280, -3.59330], [-1.36100, -1.46650, -3.06290], [-1.09680, -1.55110, -1.62320], [-2.37430, -1.73550, -0.92400], [-3.13820, -2.95310, -1.50000], [-2.22820, -3.66400, -2.42510], [-0.98120, -4.02040, -1.71010], [-0.23470, -2.71260, -1.36930], [-1.22480, -3.31460, -4.24770], [-2.85900, -2.63830, -4.15090], [-2.05930, -0.64770, -3.22870], [-0.43390, -1.22230, -3.58010], [-2.96940, -0.82610, -1.02970], [-2.16550, -1.89670, 0.13350], [-4.03010, -2.64470, -2.04690], [-3.45140, -3.62890, -0.70170], [-2.68220, -4.52470, -2.74800], [-0.37050, -4.67440, -2.33500], [-1.24500, -4.57820, -0.80870], [0.66450, -2.60920, -1.97710], [0.06440, -2.71460, -0.32170], [1.70930, 2.06340, 0.15650], [2.37520, 0.57620, 1.46530], [3.67300, 1.92820, 1.60550], [1.27220, 1.72540, 2.53870], [2.20550, -0.45590, 3.02680], [3.91980, -0.47910, 1.16350], [1.38700, -0.52610, 0.45150]],
  "lowdin_spin": [4.056, 0.015, 0.003, 0.003, 0.000, 0.000, -0.015, -0.109, -0.018, -0.011, -0.002, -0.067, -0.011, -0.009, -0.005, 0.000, 0.000, -0.005, 0.000, 0.000, -0.003, 0.000, 0.000, -0.002, -0.004, 0.000, 0.000, -0.003, 0.000, -0.001, 0.001, 0.002, 0.041, 0.002, 0.001, 0.000, 0.001, 0.002, 0.000, 0.000, 0.000, 0.000, 0.000, 0.000, 0.000, 0.000, 0.000, 0.000, 0.000, 0.000, 0.000, 0.061, 0.010, 0.003, 0.003, 0.001, 0.004, 0.055],
  "spin_multiplicity": 5,
  "relative_energy_ev": 2.195,
  "homo_energy_ev": [-18.791, -18.836],
  "total_charge": 3
}